--- a ---
The following is a DFT calculation (wB97M-V/def2-TZVPD) of a cluster of 2 separate species, C2HClNO2 in total.

Results
* net charge: -1
* frontier orbital gap: 8.64 eV
* lowest unoccupied orbital energy: 3.7 eV

Geometry as XYZ:
```
7
C2HClNO2 wB97M-V/def2-TZVPD
C 2.403 0.893 0.086
C 3.186 -0.344 0.036
N 1.913 1.922 0.028
O 2.643 -1.392 0.394
O 4.350 -0.156 -0.364
Cl -0.202 -0.629 0.080
H -0.335 0.756 -0.006
```

Table of Mulliken atomic charges, one value per atom, all in e: 0.321 0.579 -0.526 -0.648 -0.679 -0.312 0.265

---

--- b ---
The following is a DFT calculation (wB97M-V/def2-TZVPD) of a cluster of 3 separate species, C2HClNO2 in total.

Results
* net charge: -1
* frontier orbital gap: 8.84 eV
* lowest unoccupied orbital energy: 4.0 eV

Geometry as XYZ:
```
7
C2HClNO2 wB97M-V/def2-TZVPD
C -1.494 -1.307 0.199
C 1.519 -1.440 -0.053
N -0.842 -0.391 -0.054
O 1.205 -1.591 1.034
O 1.920 -1.665 -1.076
Cl 1.886 1.188 -0.020
H -0.062 0.119 -0.418
```

Table of Mulliken atomic charges, one value per atom, all in e: -0.187 0.569 -0.051 -0.370 -0.386 -0.770 0.195

---

Stability, lowest: a

---

--- a ---
The following is a DFT calculation (wB97M-V/def2-TZVPD) of the ion C8H13N4 with charge +1.

Results
* net charge: +1
* frontier orbital gap (spin up / spin down): 7.02 / 7.26 eV
* SMILES: C/N=C(C)/C(C)=C1\N=[NH+]C(C)=N1
* lowest unoccupied orbital energy (spin up / spin down): -5.6 / -5.7 eV

Geometry as XYZ:
```
25
C8H13N4 wB97M-V/def2-TZVPD
C -1.757 2.379 0.324
N -1.086 1.114 0.212
C -1.418 -0.070 -0.161
C -2.861 -0.596 -0.103
C -0.337 -1.015 -0.389
C -0.373 -2.505 -0.457
C 0.879 -0.379 -0.476
N 0.942 0.993 -0.450
N 2.200 1.234 -0.062
C 2.841 0.019 0.191
C 4.228 -0.115 0.712
N 2.081 -0.943 -0.205
H -2.796 2.319 0.618
H -1.185 2.898 1.056
H -1.600 2.835 -0.629
H -3.785 0.110 -0.231
H -2.812 -1.404 -0.805
H -2.878 -1.083 0.860
H -0.319 -2.764 0.566
H -1.339 -2.734 -0.955
H 0.412 -3.040 -0.981
H 2.722 2.116 -0.026
H 4.976 -0.512 -0.123
H 4.622 0.789 1.029
H 4.214 -0.951 1.385
```

Here are the Mulliken charges for atoms 1 to 8, given in e: -0.856 -0.208 1.174 -1.164 0.190 -1.466 0.271 -0.278

---

--- b ---
The following is a DFT calculation (wB97M-V/def2-TZVPD) of the ion C8H13N4 with charge +1.

Results
* net charge: +1
* frontier orbital gap: 7.30 eV
* SMILES: CNCC1=C(N)N=[NH+]C1=C1CC1
* lowest unoccupied orbital energy: -4.8 eV

Geometry as XYZ:
```
25
C8H13N4 wB97M-V/def2-TZVPD
C 0.900 -0.022 -2.059
N -0.190 -0.324 -1.152
C 0.086 -1.527 -0.268
C -0.031 -1.133 1.159
C -0.016 -1.832 2.467
N 0.143 -3.181 2.438
N -0.353 -0.967 3.388
N -0.523 0.250 2.793
C -0.387 0.141 1.423
C -0.423 1.190 0.406
C -1.229 2.362 -0.046
C 0.276 2.449 0.087
H 1.777 0.348 -1.394
H 1.010 -0.793 -2.740
H 0.416 0.826 -2.741
H -1.144 -0.294 -1.417
H 0.967 -2.082 -0.497
H -0.548 -2.275 -0.695
H -0.493 -3.792 2.014
H 0.528 -3.571 3.313
H -1.010 0.857 3.443
H -1.896 2.645 0.737
H -1.615 2.224 -0.993
H 0.894 2.619 -0.682
H 0.626 3.162 0.932
```

Here are the Mulliken charges for atoms 1 to 8, given in e: -1.023 -0.285 -0.721 0.930 -0.255 -0.426 -0.850 0.183

---

--- c ---
The following is a DFT calculation (wB97M-V/def2-TZVPD) of the ion C8H13N4 with charge +1.

Results
* net charge: +1
* frontier orbital gap (spin up / spin down): 8.08 / 8.08 eV
* SMILES: C#[N+]c1cncn1N(CC)CC
* lowest unoccupied orbital energy (spin up / spin down): -5.2 / -5.2 eV

Geometry as XYZ:
```
25
C8H13N4 wB97M-V/def2-TZVPD
C 0.120 0.123 -2.523
N 1.168 0.195 -1.932
C 1.635 -0.005 -0.715
C 2.942 0.002 -0.140
N 2.832 -0.004 1.162
C 1.593 0.014 1.480
N 0.799 -0.056 0.352
N -0.615 0.037 0.145
C -1.253 -1.220 0.440
C -0.912 -2.398 -0.441
C -1.270 1.159 0.852
C -0.742 2.374 0.156
H -0.613 -0.061 -3.243
H 3.971 -0.014 -0.492
H 1.373 0.065 2.563
H -1.188 -1.613 1.511
H -2.234 -0.877 0.416
H 0.156 -2.793 -0.465
H -1.430 -3.302 -0.029
H -1.047 -2.156 -1.553
H -2.257 0.916 0.749
H -1.195 1.249 1.885
H 0.354 2.624 0.222
H -0.865 2.388 -0.957
H -1.320 3.351 0.558
```

Here are the Mulliken charges for atoms 1 to 8, given in e: 0.154 -0.160 0.307 -0.516 -0.510 0.114 0.350 -0.208

---

Stability, lowest: c

---

--- a ---
The following is a DFT calculation (wB97M-V/def2-TZVPD) of a cluster of 2 separate species, CH4NP in total.

Results
* net charge: 0
* frontier orbital gap: 9.21 eV
* lowest unoccupied orbital energy: 0.3 eV

Geometry as XYZ:
```
7
CH4NP wB97M-V/def2-TZVPD
C -0.391 0.213 -0.074
N -0.414 1.225 -0.754
P 0.626 -1.277 0.008
H -1.649 0.118 1.298
H -1.259 1.731 -0.813
H 1.379 -1.118 1.153
H 1.708 -0.892 -0.817
```

Table of Mulliken atomic charges, one value per atom, all in e: -0.030 -0.412 -0.074 0.081 0.304 0.063 0.067

---

--- b ---
The following is a DFT calculation (wB97M-V/def2-TZVPD) of an isolated molecule of CH4NP.

Results
* net charge: 0
* frontier orbital gap: 9.75 eV
* SMILES: [H]/N=C/P
* lowest unoccupied orbital energy: 0.7 eV

Geometry as XYZ:
```
7
CH4NP wB97M-V/def2-TZVPD
H -2.171 0.078 -0.061
N -1.253 0.388 0.238
C -0.326 -0.520 0.249
P 1.299 0.179 0.568
H -0.319 -1.599 0.139
H 0.852 1.444 0.583
H 1.968 0.208 -0.803
```

Table of Mulliken atomic charges, one value per atom, all in e: 0.225 -0.530 -0.002 -0.176 0.360 0.063 0.060

---

Stability, lowest: a

---

--- a ---
The following is a DFT calculation (wB97M-V/def2-TZVPD) of a cluster of 2 separate species, C6H17N2 in total.

Results
* net charge: +2
* frontier orbital gap (spin up / spin down): 5.30 / 5.48 eV
* spin multiplicity: 2
* <S²>: 0.932
* lowest unoccupied orbital energy (spin up / spin down): -13.5 / -13.3 eV

Geometry as XYZ:
```
25
C6H17N2 wB97M-V/def2-TZVPD
C -0.397 1.107 1.216
N -1.838 1.010 0.919
C -2.431 -0.340 0.759
C -3.931 -0.242 0.528
C 0.664 1.057 0.012
N 0.032 0.774 -1.161
C 2.798 -0.097 -0.779
C 1.734 -0.019 0.368
H -0.277 2.118 1.627
H -0.266 0.359 2.000
H -2.062 1.660 0.155
H -1.929 -0.743 -0.137
H -2.193 -0.811 1.718
H -4.315 -1.262 0.579
H -4.256 0.138 -0.444
H -4.341 0.488 1.229
H 1.202 2.024 -0.043
H 4.559 -3.985 -2.379
H 0.376 1.297 -1.989
H 4.326 -3.386 -2.749
H 3.431 -0.980 -0.757
H 3.410 0.800 -0.698
H 2.196 -0.099 -1.704
H 1.247 -1.000 0.419
H 2.260 0.129 1.308
```

Here are the Mulliken charges for atoms 1 to 8, given in e: -1.020 -0.002 -0.096 -1.317 0.575 -0.235 -1.169 -0.695

---

--- b ---
The following is a DFT calculation (wB97M-V/def2-TZVPD) of the ion C6H17N2 with charge +2.

Results
* net charge: +2
* frontier orbital gap (spin up / spin down): 11.47 / 7.32 eV
* spin multiplicity: 2
* <S²>: 0.755
* lowest unoccupied orbital energy (spin up / spin down): -7.4 / -11.7 eV

Geometry as XYZ:
```
25
C6H17N2 wB97M-V/def2-TZVPD
N 0.594 1.939 1.953
C -0.610 1.910 1.177
C -0.201 1.851 -0.368
N 0.425 0.551 -0.677
C -0.398 -2.598 0.925
C 0.593 -1.906 -0.125
C -0.224 -0.740 -0.841
C -0.261 -1.153 -2.342
H 1.102 2.890 1.889
H 0.316 1.683 3.002
H 1.344 1.348 1.441
H -1.103 1.007 1.409
H -1.195 2.768 1.526
H -1.011 1.975 -1.156
H 0.602 2.801 -0.524
H 1.111 0.603 -1.396
H -1.526 -2.287 0.779
H -0.074 -2.571 1.983
H -0.397 -3.660 0.703
H 1.466 -1.543 0.204
H 0.803 -2.658 -0.933
H -1.232 -0.481 -0.343
H 0.083 -2.183 -2.526
H 0.439 -0.451 -2.855
H -1.249 -0.852 -2.699
```

Here are the Mulliken charges for atoms 1 to 8, given in e: -0.335 -0.547 -0.650 -0.163 -1.122 -0.643 0.191 -1.257

---

Stability, lowest: a